Density functional theory data (ωB97M-V with the def2-TZVPD basis set) for a structure of composition C42H28F5InOP2S2.

Orbital gap = 7.630 eV
Total energy = -105050.7933 eV
ΔE to the lowest compared entry with this formula, charge and spin = 0.000 eV
Charge = +2
Strongest force on any atom = 0.136 eV/A
Spin multiplicity = 1
LUMO energy = -0.2212 Ha

XYZ file:
```
81
Properties=species:S:1:pos:R:3:mulliken_charge:R:1
C 5.784 -1.937 0.592 -0.801
H 4.358 1.560 1.437 0.413
H 6.181 -2.916 0.364 0.467
C -2.729 1.135 2.585 -0.611
C -3.726 -4.934 2.316 -0.518
C -1.899 0.150 2.042 0.635
C 6.023 0.221 1.638 -0.794
C 1.680 0.974 -2.789 0.545
H 1.916 -1.551 -2.454 0.584
H -3.997 -5.910 2.696 0.431
C 1.327 -1.938 -1.635 -0.020
H 4.867 0.896 -1.617 0.480
H 3.941 -2.292 -0.438 0.367
H -2.800 -1.867 3.408 0.511
C 1.914 1.526 -4.033 -0.784
C -5.169 1.789 -1.047 -0.956
C -3.718 -4.702 0.944 -0.854
C 0.565 -1.848 0.631 0.481
C 0.158 3.100 -1.147 -0.606
C -3.392 -3.916 3.195 -0.830
C 4.037 1.066 -2.289 -0.847
F 3.606 3.689 -0.316 -0.392
H -2.995 2.686 4.031 0.461
H -0.727 2.378 5.008 0.464
C 1.000 4.878 -2.494 0.605
H -5.432 -1.616 0.774 0.438
C -5.347 -0.666 0.263 -0.880
C -0.048 4.046 -2.127 0.052
H 6.606 0.918 2.224 0.459
In -2.170 -0.522 -2.187 0.758
F -1.223 4.129 -2.743 -0.296
H -5.098 2.750 -1.541 0.506
C 2.412 3.803 -0.886 0.290
C 3.216 1.854 -4.408 -0.780
C -2.321 1.939 3.636 -0.809
H 7.514 -1.315 1.691 0.439
P 2.437 0.156 -0.228 2.274
C -1.061 1.766 4.181 -0.936
C -3.361 -3.456 0.459 -0.112
H -3.085 1.731 -0.567 0.798
C 0.620 -3.124 -1.822 -1.333
P -2.543 -0.826 0.646 1.046
C 2.238 4.753 -1.878 0.399
H -7.441 -0.558 -0.165 0.460
C 1.379 2.957 -0.504 0.586
S 1.576 1.772 0.791 -0.044
H -3.723 1.272 2.181 0.489
H -3.346 -3.288 -0.614 0.361
H -3.988 -5.494 0.258 0.463
C -0.223 0.790 3.668 -0.876
C 4.761 0.586 1.195 -0.344
H -7.286 1.611 -1.333 0.421
H 5.280 1.875 -3.834 0.485
C 6.531 -1.035 1.338 -0.583
C -6.396 1.153 -0.924 -0.685
S 0.699 -1.238 2.307 -0.120
C -0.620 -0.004 2.595 0.529
H -3.406 -4.094 4.262 0.463
C 4.020 -0.321 0.444 0.419
C -3.026 -2.425 1.340 0.155
O 1.962 -0.427 2.243 -0.412
C 1.320 -1.278 -0.407 -0.279
F -0.848 2.248 -0.867 0.127
F 3.240 5.530 -2.246 -0.300
H -0.579 -4.642 -0.894 0.560
C 4.270 1.623 -3.541 -0.815
C 2.740 0.735 -1.906 0.122
C -4.109 -0.038 0.146 0.462
F 0.823 5.776 -3.441 -0.287
H 1.093 1.704 -4.714 0.507
H 0.666 0.726 -2.492 -0.072
C 4.522 -1.584 0.140 -0.562
H 0.763 0.660 4.095 0.534
H 0.664 -3.620 -2.782 0.511
C -0.077 -3.062 0.468 -0.304
C -4.029 1.194 -0.524 -0.023
H -0.567 -3.527 1.314 0.707
C -0.074 -3.693 -0.771 -0.709
C -6.482 -0.068 -0.270 -0.749
H 3.401 2.287 -5.382 0.449
C -3.048 -2.659 2.712 -0.387
```

Density functional theory data (ωB97M-V with the def2-TZVPD basis set) for a structure of composition C42H30BaBr5N8O3S2Se2 in a non-equilibrium geometry.

Orbital gap = 3.683 eV
Total energy = -565373.3898 eV
ΔE to the lowest compared entry with this formula, charge and spin = 2.431 eV
Charge = -1
Strongest force on any atom = 4.238 eV/A
Spin multiplicity = 1
LUMO energy = 0.0246 Ha

XYZ file:
```
93
Properties=species:S:1:pos:R:3:mulliken_charge:R:1
H -18.815 7.251 -1.344 0.291
N -14.894 5.987 -4.113 -0.303
C -16.184 8.890 4.248 -0.306
C -15.212 6.306 -0.490 -0.628
C -25.908 11.910 1.416 -0.452
C -23.808 7.033 4.009 -0.808
C -15.554 6.301 -1.830 1.424
C -22.287 6.891 -0.294 0.147
C -19.863 5.432 4.369 0.149
H -17.506 2.878 4.528 0.466
C -22.906 4.645 -0.860 -0.460
C -18.619 6.013 4.291 -0.364
H -24.448 5.508 5.339 0.319
C -23.483 12.523 2.421 -0.159
C -17.559 5.082 4.496 -0.536
C -22.690 7.607 3.359 -0.468
C -14.543 5.890 -2.807 0.215
Br -15.822 10.759 0.583 0.006
Se -22.599 8.713 -0.748 0.155
H -14.177 6.068 -0.211 0.340
C -20.747 10.416 7.277 -0.656
C -14.613 10.837 3.128 -0.469
C -19.408 11.832 -1.764 0.066
H -23.564 3.974 -1.400 0.358
Br -19.478 16.010 -0.907 -0.264
N -23.590 11.392 1.705 0.066
H -26.863 11.597 0.980 0.312
S -19.788 3.693 4.381 -0.183
C -19.073 11.073 -0.557 -0.209
C -14.313 10.396 4.404 -0.564
S -13.059 5.271 -2.312 -0.393
C -24.777 11.077 1.169 0.154
Br -20.189 10.885 -3.210 -0.252
H -14.237 5.584 -4.769 0.215
Br -20.141 14.211 -3.452 -0.276
C -15.726 10.315 2.429 -0.078
H -19.930 4.833 0.647 0.328
H -18.572 11.014 4.742 0.398
Se -24.937 9.410 0.189 -0.120
H -17.254 6.573 -3.160 0.196
N -17.421 6.959 0.160 0.276
C -15.111 9.381 4.958 -0.637
C -25.777 13.103 2.142 -0.274
C -19.297 11.927 0.693 0.103
H -22.882 10.140 6.891 0.415
C -23.560 5.978 4.857 -0.458
H -14.939 8.980 5.957 0.511
C -21.722 10.527 5.079 -0.375
H -14.001 11.588 2.574 0.363
N -16.557 9.427 3.044 0.621
C -17.761 6.967 -1.136 -0.846
C -23.234 6.007 -0.806 -0.510
H -13.417 10.737 4.934 0.380
H -21.441 3.138 -0.268 0.451
N -17.061 10.847 6.969 -0.327
Ba -18.872 8.643 1.863 1.299
H -24.357 14.341 3.245 0.379
H -16.787 8.072 4.671 0.187
O -19.617 11.440 1.821 -0.287
C -21.722 4.188 -0.307 -0.811
N -21.151 6.505 0.233 0.362
C -20.911 5.151 0.250 -0.272
O -18.273 9.564 8.410 -0.662
C -21.185 6.117 4.394 -0.311
H -24.817 7.416 3.855 0.469
H -22.059 4.847 5.939 0.545
O -18.795 9.842 -0.529 -0.189
C -18.254 10.298 7.437 0.398
H -26.657 13.771 2.318 0.308
H -15.961 6.444 1.535 0.395
H -24.198 6.398 -1.154 0.351
C -16.182 6.558 0.479 -0.799
C -19.365 13.404 0.576 0.306
H -16.514 5.357 4.572 0.412
H -16.306 10.746 7.624 0.248
H -15.806 6.340 -4.413 0.186
H -20.803 10.318 8.349 0.426
C -18.051 3.794 4.496 -0.587
H -22.515 12.732 2.858 0.507
H -17.049 11.701 6.404 0.230
C -24.528 13.424 2.653 -0.843
C -16.880 6.608 -2.152 -0.679
H -22.796 8.405 2.598 0.526
C -19.482 10.773 5.274 -0.319
N -20.538 10.663 4.483 0.257
C -21.897 10.359 6.458 -0.770
C -19.583 14.032 -0.638 -0.291
Br -18.879 14.548 2.014 -0.239
N -21.444 7.157 3.590 0.664
C -19.488 10.604 6.660 0.348
C -22.236 5.587 5.157 -0.432
C -19.665 13.198 -1.822 -0.057
H -22.560 10.562 4.392 0.397
```

Density functional theory data (ωB97M-V with the def2-TZVPD basis set) for a structure of composition C42H30F5KN4S3Se.

Orbital gap = 5.980 eV
Total energy = -177757.9005 eV
Strongest force on any atom = 0.397 eV/A
Spin multiplicity = 1
LUMO energy = -0.0079 Ha

XYZ file:
```
86
Properties=species:S:1:pos:R:3:mulliken_charge:R:1
C 3.319 0.016 4.657 -0.803
H -3.717 5.252 -2.777 0.411
H 1.749 1.588 2.185 0.145
H -2.398 4.685 -4.793 0.404
H 2.752 3.830 2.535 0.494
H 1.004 -2.841 -0.088 0.255
Se -3.141 -4.805 -0.561 -0.522
C -2.134 2.492 -1.643 0.079
C 1.481 2.811 -0.975 -0.219
C -1.920 1.984 2.412 -0.399
C 2.596 0.558 5.716 -0.427
C -0.762 4.496 2.049 -0.795
N -3.494 0.749 -0.022 -1.294
H 4.401 0.047 4.666 0.439
N -0.870 0.445 -0.460 -0.111
C 2.731 -1.356 -3.719 -0.765
C -1.410 2.151 -2.775 -0.620
C -2.318 -3.249 -4.363 -0.028
K -2.619 -1.816 0.224 0.833
H 1.541 -5.241 -0.310 0.436
C 0.533 -0.070 4.653 -0.058
C 1.434 -0.244 -1.569 0.168
C 0.999 -2.906 2.062 0.298
C 1.262 -0.591 3.602 -0.571
S 0.310 -1.269 2.241 1.991
C 1.381 1.944 0.105 0.296
C 2.504 4.424 0.485 -0.527
H -0.549 -0.132 4.610 0.580
C -1.508 2.946 -3.910 -0.627
C -3.762 -5.341 -3.343 0.526
H 2.139 4.746 -1.609 0.476
H 2.951 5.400 0.633 0.412
C 1.482 -5.018 3.072 -0.802
C -3.099 -4.519 -2.426 -1.027
C 1.453 -4.799 0.674 -0.741
C -2.393 -3.476 -3.005 0.470
H 3.121 1.011 6.548 0.425
S -2.232 1.426 -0.200 1.743
C 3.468 -0.742 -2.710 -0.855
C 1.627 -5.577 1.809 -0.501
F -4.360 -5.955 -5.546 -0.308
C -3.065 4.388 -2.775 -0.687
C -2.980 -4.086 -5.233 0.292
H 3.383 0.278 -0.820 0.517
C -3.709 -5.137 -4.709 0.253
C 2.047 4.060 -0.777 -0.866
H 0.765 -1.885 -4.426 0.521
F -4.482 -6.380 -2.916 -0.321
F -2.920 -3.882 -6.556 -0.318
C 1.347 -1.410 -3.648 -0.936
H -0.789 1.266 -2.778 0.591
C -1.107 3.733 0.942 -0.152
F -1.602 -2.211 -4.844 -0.328
H 3.243 -1.794 -4.566 0.436
C -2.324 4.068 -3.907 -0.571
C -1.550 2.748 3.508 -0.568
H 4.548 -0.703 -2.771 0.449
H 3.196 -0.984 2.752 0.426
H -2.372 1.007 2.527 0.446
N -1.130 -1.197 2.390 -1.159
H 1.609 -5.630 3.955 0.389
H -0.387 -0.866 -2.503 0.617
H -0.319 5.474 1.908 0.425
C 2.397 3.544 1.553 -0.798
C 2.822 -0.186 -1.621 -0.891
H -0.704 4.600 4.189 0.415
C 2.652 -0.563 3.589 -0.083
H 1.010 -3.239 4.185 0.458
H -0.928 4.112 -0.054 0.424
C 1.833 2.291 1.368 -0.315
H -3.579 3.815 -0.767 0.543
F -1.730 -2.596 -2.212 0.328
C 1.146 -3.452 0.795 -0.168
S 0.612 0.354 -0.115 1.524
H 1.129 2.515 -1.955 0.462
C -1.685 2.485 1.139 0.336
H -1.723 2.369 4.508 0.468
C 1.209 0.515 5.717 -0.834
H 0.653 0.930 6.548 0.437
H -0.952 2.678 -4.800 0.470
C 0.687 -0.844 -2.564 0.094
C -0.978 4.002 3.328 -0.675
C 1.154 -3.678 3.205 -0.417
C -2.983 3.592 -1.644 -0.210
N 1.147 -0.524 1.014 -0.299
H 1.862 -6.629 1.709 0.395
```